C22H30N3O5PW as an isolated structure, computed with ωB97M-V/def2-TZVPD.

Geometry (Å):
W1 0.36229 -0.73860 0.60030
P1 -0.83281 1.40601 -0.47919
O1 -1.72418 1.16551 -1.68397
O2 0.53166 0.63278 -0.75190
O3 -0.09807 -2.27701 -0.38042
O4 -0.62448 2.90391 -0.27148
O5 -1.20412 0.61022 0.80168
N1 2.03301 -3.08939 -0.23608
N2 1.97197 -2.13416 0.76051
N3 1.16186 -0.61172 2.61420
C1 2.32935 -1.27008 2.85536
C2 -1.04073 -4.93389 -3.45425
C3 -3.01083 1.86465 -2.14350
C4 2.73047 -2.22209 1.79972
C5 -2.57960 3.09263 -2.91261
C6 -3.82952 2.18410 -0.91104
C7 3.02804 -1.07090 4.01960
C8 1.42064 3.10500 1.07324
C9 0.12750 5.09117 0.25884
C10 0.56202 -4.03361 -1.90666
C11 -3.66455 0.82430 -3.02230
C12 0.04095 3.69320 0.83029
C13 1.23540 -5.74490 -3.44783
C14 -0.05727 -5.77259 -3.96234
C15 3.81943 -3.21278 1.95871
C16 1.30640 0.42827 4.75172
C17 1.55110 -4.88001 -2.42034
C18 0.65679 0.20176 3.54902
C19 2.51496 -0.20238 4.98486
C20 0.88704 -3.12589 -0.83100
C21 -0.86297 3.63432 2.04328
C22 -0.73549 -4.06046 -2.42707
H1 -4.58477 1.23661 -3.43530
H2 -2.04267 -4.96461 -3.85898
H3 -3.46677 3.57884 -3.31848
H4 -3.91307 -0.06871 -2.44940
H5 3.82313 -3.90109 1.12106
H6 -3.00819 0.55156 -3.84754
H7 1.88946 3.63467 1.90213
H8 1.99489 -6.40033 -3.85072
H9 0.61548 5.74514 0.98159
H10 4.78476 -2.70131 2.00520
H11 3.04752 -0.03202 5.91092
H12 -1.49337 -3.40518 -2.02108
H13 -0.29766 -6.45510 -4.76664
H14 3.69599 -3.76679 2.89142
H15 -1.92900 2.82010 -3.74278
H16 -0.43365 4.25200 2.83210
H17 -1.85055 4.02920 1.80720
H18 2.05241 3.21781 0.19307
H19 2.55118 -4.84587 -2.01131
H20 3.95490 -1.60505 4.17764
H21 -0.86745 5.48552 0.05508
H22 1.38120 2.04130 1.32551
H23 -0.28823 0.67125 3.30914
H24 -3.33177 2.92010 -0.27669
H25 0.70743 5.09874 -0.66311
H26 0.86691 1.08708 5.48653
H27 -0.97899 2.61710 2.41492
H28 -2.06404 3.80606 -2.27096
H29 -4.78083 2.61243 -1.22564
H30 -4.04050 1.28317 -0.33422

Force components x, y, z for each atom (eV/Å):
W 0.1 -0.7 0.4
P 0.1 0.2 -0.2
O 0.0 0.0 0.1
O 0.2 0.0 0.0
O -0.2 0.0 -0.2
O -0.1 0.1 0.0
O 0.1 -0.1 0.2
N 0.0 0.0 0.0
N -0.1 0.0 0.0
N -0.2 0.2 -0.3
C 0.1 0.2 0.0
C 0.0 0.0 0.0
C -0.1 0.0 0.0
C 0.0 0.0 -0.2
C 0.0 0.0 0.0
C 0.0 0.0 0.0
C 0.1 -0.1 0.1
C 0.0 0.0 -0.1
C 0.0 0.0 0.0
C -0.2 0.0 -0.1
C 0.0 0.0 0.0
C 0.1 0.0 0.0
C 0.0 0.0 0.0
C 0.0 0.0 0.0
C 0.0 0.0 0.1
C 0.1 0.0 0.0
C 0.0 0.0 0.0
C -0.1 0.0 0.0
C -0.1 0.0 -0.1
C 0.2 0.0 0.1
C 0.0 0.0 0.0
C 0.0 0.0 0.0
H 0.0 0.0 0.0
H 0.0 0.0 0.0
H 0.0 0.0 0.0
H 0.0 0.0 0.0
H 0.0 0.0 0.0
H 0.0 0.0 0.0
H 0.0 0.0 0.0
H 0.0 0.0 0.0
H 0.0 0.0 0.0
H 0.0 0.0 0.0
H 0.0 0.0 0.0
H 0.0 0.0 0.0
H 0.0 0.0 0.0
H 0.0 0.0 0.0
H 0.0 0.0 0.0
H 0.0 0.0 0.0
H 0.0 0.0 0.0
H 0.0 0.0 0.0
H 0.0 0.0 0.0
H 0.0 0.0 0.1
H 0.0 0.0 0.0
H 0.0 0.1 0.1
H 0.0 0.0 0.0
H 0.0 0.0 0.0
H 0.0 0.0 0.0
H 0.0 0.0 0.0
H 0.0 0.0 0.0
H 0.0 0.0 0.0
H 0.0 0.0 0.0
H 0.0 0.0 0.0

spin multiplicity	3
relative energy (zero: lowest compared OMol25 entry of this formula, charge and spin)	0.048	eV
orbital gap (alpha / beta)	6.3 / 6.3	eV
net charge	+2
LUMO level (alpha / beta)	-7.85 / -7.87	eV
⟨S²⟩	2.0094

An isolated molecule of C5H6S at a distorted geometry, computed with ωB97M-V/def2-TZVPD.

Geometry (Å):
S1 -2.37644 1.15419 -0.09677
C1 1.29068 0.10218 -0.11436
C2 0.15433 -0.27343 -0.38751
C3 -1.27881 -0.45787 -0.49938
C4 2.62548 0.57368 0.19674
C5 -2.48014 -0.56845 0.53749
H1 2.60169 1.75415 -0.24592
H2 2.78783 0.76221 1.20138
H3 -3.22273 -1.05270 -0.19755
H4 3.41888 -0.13053 -0.45165
H5 -2.16317 -1.07857 1.56988
H6 -1.35759 -0.78485 -1.51234

Force components x, y, z for each atom (eV/Å):
S 1.1 -1.7 0.4
C -2.3 -1.1 -0.3
C 1.5 1.1 2.4
C -0.5 2.0 0.6
C 0.8 1.6 -5.5
C 2.1 -2.0 -2.3
H 0.6 -3.2 0.8
H 0.7 -0.5 2.0
H 0.6 0.2 2.4
H -1.8 2.2 2.2
H -1.2 1.8 -2.2
H -1.5 -0.4 -0.5

relative energy (zero: lowest compared OMol25 entry of this formula, charge and spin)	3.661	eV
orbital gap	9.2	eV
net charge	0
LUMO level	0.58	eV
SMILES	CC#C[C@H]1CS1